No. 1
The following is a DFT calculation (ωB97M-V/def2-TZVPD) of C6H9N in the gas phase.

XYZ file:
```
16
Properties=species:S:1:pos:R:3:forces:R:3:mulliken_charge:R:1
C -1.507 -1.143 -0.299 -0.5 0.6 0.0 -0.756
C -0.385 -0.619 -1.051 0.5 -0.4 0.0 0.185
N -1.421 0.390 -1.132 -0.7 -0.7 1.0 -0.563
C -0.729 1.307 -0.205 0.0 0.0 0.3 -0.442
C 0.308 0.220 0.039 0.4 0.0 -0.2 0.423
C 0.913 -0.216 1.331 0.0 -0.1 0.1 -0.807
C 1.769 0.294 0.198 0.4 0.2 -0.1 -0.604
H -1.191 -1.569 0.673 -0.7 1.4 0.1 0.189
H -2.532 -1.320 -0.535 -0.1 -1.0 -1.2 0.319
H 0.148 -1.068 -1.887 -0.1 0.1 -0.1 0.462
H -1.449 1.621 0.556 0.5 0.0 0.4 0.259
H -0.278 2.213 -0.639 -0.3 -0.3 -0.4 0.269
H 0.923 -1.275 1.578 0.1 0.1 -0.1 0.302
H 0.763 0.436 2.191 0.0 -0.1 -0.3 0.254
H 2.232 1.270 0.255 0.2 -0.1 0.1 0.249
H 2.295 -0.456 -0.387 0.2 0.2 0.2 0.261
```
Positions in Å, forces in eV/Å.

Calculated values
LUMO level	0.0380	hartree
energy relative to the best compared isomer or geometry (same formula, charge and spin)	114.53	kcal per mole
calculated total energy	-7853.19330	eV
SMILES	C1[C@H]2N1CC21CC1
orbital gap	10.084	eV


No. 2
The following is a DFT calculation (ωB97M-V/def2-TZVPD) of C10H10N2OS in the gas phase.

XYZ file:
```
24
Properties=species:S:1:pos:R:3:forces:R:3:mulliken_charge:R:1
C -3.470 0.313 -0.094 -0.2 -0.7 -0.8 -0.585
C -2.825 1.605 -0.078 2.3 -4.7 0.9 -0.904
C -2.486 -0.670 -0.048 -0.6 -1.7 0.4 -0.255
C -1.486 1.254 0.121 -0.9 3.0 0.3 0.108
C -0.211 1.943 0.239 1.5 -0.2 -1.3 0.749
C 0.081 -0.313 0.255 2.5 -1.2 -0.4 -0.097
C 0.760 0.984 0.230 -0.2 -0.2 1.0 -0.235
C 0.892 -1.386 0.230 2.7 -0.4 0.6 0.505
C 2.559 -1.046 0.258 -5.5 2.6 0.1 -0.904
C 0.576 -2.879 0.140 -0.9 1.6 1.0 -1.175
N 3.000 1.592 -1.004 -1.1 -1.1 0.0 -0.696
N -1.279 -0.076 0.189 -0.9 0.3 -0.4 0.181
O -0.109 3.279 0.095 -2.0 -0.4 1.1 -0.598
S 2.558 0.881 0.364 -0.6 0.9 -1.2 0.186
H -4.543 0.050 -0.218 1.0 0.5 0.0 0.373
H -3.184 2.536 -0.221 -1.2 2.7 -0.2 0.612
H -2.494 -1.777 -0.167 -0.4 1.2 0.3 0.302
H 2.866 -1.286 1.255 1.1 -1.0 -0.2 0.466
H 2.896 -1.282 -0.728 1.2 -0.6 0.0 0.474
H 0.500 -2.984 -0.969 -0.5 -1.0 1.0 0.293
H -0.351 -2.960 0.804 0.7 -0.5 -1.6 0.294
H 1.314 -3.550 0.635 -0.2 0.7 -0.7 0.348
H 3.764 2.235 -0.941 0.7 0.0 0.8 0.219
H 0.673 3.534 -0.345 1.7 0.1 -0.7 0.341
```
Positions in Å, forces in eV/Å.

Calculated values
LUMO level	0.0086	hartree
energy relative to the best compared isomer or geometry (same formula, charge and spin)	126.81	kcal per mole
calculated total energy	-26390.53887	eV
orbital gap	7.762	eV


No. 3
The following is a DFT calculation (ωB97M-V/def2-TZVPD) of 2 unconnected molecules or ions with the total composition C4H10ClPS2.

XYZ file:
```
18
Properties=species:S:1:pos:R:3:forces:R:3:mulliken_charge:R:1
C -0.268 -2.263 -0.324 -3.7 2.6 0.3 -1.004
C -0.602 2.825 -1.517 -1.2 0.4 1.6 -1.021
C 0.880 -1.604 0.245 2.3 -1.6 1.9 -0.417
C 0.820 -1.428 1.696 -3.3 -0.6 0.4 -0.293
P 0.122 1.604 -0.346 -0.3 -0.4 -1.0 0.436
S -1.580 1.272 0.820 -0.6 3.2 0.6 -0.195
S 1.913 -0.730 2.676 1.1 0.7 1.0 -0.099
Cl 1.426 2.829 0.629 0.2 0.3 0.5 -0.264
H -0.888 -1.376 -0.687 0.0 -1.3 0.1 0.173
H -0.035 -2.788 -1.171 0.4 -1.7 -2.0 0.393
H -0.908 -2.805 0.386 0.4 -0.2 -0.3 0.282
H -0.117 2.664 -2.443 0.5 0.2 -1.1 0.339
H -1.706 2.582 -1.597 1.3 0.6 0.0 0.296
H -0.384 3.833 -1.081 -0.6 -0.7 -0.8 0.333
H 1.156 -0.752 -0.255 0.4 2.2 -1.3 0.333
H 1.740 -2.213 0.148 1.3 -1.1 -0.6 0.416
H -0.204 -1.699 2.080 1.2 0.4 0.3 0.260
H -1.365 0.049 0.740 0.4 -3.2 0.1 0.033
```
Positions in Å, forces in eV/Å.

Calculated values
spin multiplicity	3
LUMO level (alpha / beta)	0.0255 / -0.0806	hartree
energy relative to the best compared isomer or geometry (same formula, charge and spin)	0.00	kcal per mole
calculated total energy	-47789.01280	eV
expectation value of S²	2.01
orbital gap (alpha / beta)	7.313 / 6.891	eV


No. 4
The following is a DFT calculation (ωB97M-V/def2-TZVPD) of 2 unconnected molecules or ions with the total composition C3H6O.

XYZ file:
```
10
Properties=species:S:1:pos:R:3:forces:R:3:mulliken_charge:R:1
C 1.519 0.406 -0.441 2.8 -1.9 0.5 -0.227
C 1.851 -0.675 -0.011 -0.1 0.4 -0.3 -0.443
H 1.285 1.389 -0.706 1.0 0.8 -0.6 0.406
H 2.020 -1.664 0.394 0.0 0.6 -0.3 0.361
C -0.955 0.482 0.167 -0.4 0.4 -1.9 -0.525
O -1.491 -0.621 -0.542 -2.2 -3.1 1.0 -0.535
H 0.052 0.821 -0.365 -4.9 -0.3 1.1 0.035
H -1.756 1.202 0.401 0.6 0.2 -0.2 0.301
H -0.572 0.009 0.983 1.2 -0.2 3.1 0.306
H -1.953 -1.348 0.121 1.9 3.2 -2.4 0.320
```
Positions in Å, forces in eV/Å.

Calculated values
LUMO level	0.0336	hartree
energy relative to the best compared isomer or geometry (same formula, charge and spin)	113.09	kcal per mole
calculated total energy	-5250.79022	eV
SMILES	C#C.CO
orbital gap	10.501	eV


No. 5
The following is a DFT calculation (ωB97M-V/def2-TZVPD) of a molecular structure, C33H34BrCrN8O3S.

XYZ file:
```
81
Properties=species:S:1:pos:R:3:forces:R:3:mulliken_charge:R:1
Cr 0.116 0.420 -0.405 -0.8 0.5 -0.3 -0.064
N -1.495 4.342 -1.057 -0.5 -0.6 -2.0 -0.401
C -0.956 3.172 -0.677 -0.5 0.7 -0.3 0.429
S -1.229 1.804 -1.708 0.0 -0.1 0.1 -0.570
N -0.297 3.204 0.458 -0.3 0.4 0.3 -1.500
N 0.190 2.017 0.837 1.1 -0.3 0.1 2.636
C 1.075 1.992 1.808 -1.0 -0.3 -1.0 0.560
C 1.442 3.156 2.606 1.0 -0.4 -0.2 0.272
C 0.452 3.852 3.273 0.1 0.0 -0.8 -0.008
C 0.809 4.950 4.000 0.2 1.5 0.3 -0.916
C 2.145 5.373 4.032 -0.2 -0.1 0.3 -0.514
C 3.135 4.691 3.327 0.6 0.8 0.4 -0.926
C 2.791 3.558 2.623 -0.7 -0.4 0.3 -0.261
C 1.692 0.677 1.958 0.6 0.1 0.7 0.011
C 2.523 0.342 3.015 -0.4 1.1 0.0 -0.886
C 3.041 -0.908 3.080 0.0 -1.6 -0.4 -0.767
C 2.747 -1.846 2.082 -0.2 -0.2 -0.5 -0.993
C 1.920 -1.453 1.023 0.5 0.0 1.5 -0.701
N 1.419 -0.204 1.008 -0.1 -1.5 -0.9 0.762
H -1.855 4.461 -2.031 0.4 -0.1 1.6 0.289
H -1.389 5.130 -0.463 0.1 0.6 0.3 0.223
H -0.567 3.604 3.046 -0.4 -0.1 0.4 0.390
H 0.049 5.619 4.419 0.3 -0.5 0.1 0.411
H 2.387 6.237 4.649 0.1 -0.1 -0.3 0.430
H 4.177 5.077 3.324 -0.9 -0.4 0.1 0.385
H 3.548 2.957 2.139 0.0 0.0 -0.2 0.535
H 2.719 1.080 3.774 0.0 0.1 0.2 0.699
H 3.614 -1.213 3.928 0.4 -0.1 0.3 0.536
H 3.115 -2.882 2.133 -0.1 0.7 0.0 0.480
H 1.611 -2.166 0.260 0.1 0.4 0.0 0.507
C 2.455 2.579 -1.365 -0.1 -1.0 -0.4 -1.132
O 1.818 1.243 -1.443 -0.1 -0.2 0.1 0.490
C 2.020 0.512 -2.623 0.2 0.3 0.2 0.754
C 2.993 0.806 -3.553 0.9 0.0 -0.8 -0.735
C 3.141 0.026 -4.710 -1.3 -0.8 -0.2 -0.595
Br 4.562 0.340 -5.877 0.2 0.2 -0.1 -0.121
C 2.187 -0.978 -5.052 0.5 1.8 1.1 -0.491
C 1.200 -1.204 -4.109 -0.4 -1.3 -0.7 -0.033
C 1.201 -0.566 -2.875 -0.7 -0.1 -0.1 0.456
O 0.230 -0.933 -1.931 0.9 0.8 0.1 0.477
C 0.077 -2.180 -4.399 1.7 0.9 1.4 0.011
N -0.842 -2.035 -5.260 -0.2 0.1 -0.1 -0.591
C -1.789 -3.006 -4.944 -0.4 -0.2 -0.1 0.616
C -3.025 -3.167 -5.586 0.8 0.3 -0.1 -0.760
C -3.824 -4.179 -5.159 -0.5 -1.3 1.0 -0.488
C -3.422 -4.973 -4.045 -0.1 0.2 -0.5 -0.451
C -2.231 -4.786 -3.371 0.3 0.1 0.3 -1.121
C -1.392 -3.777 -3.838 -0.1 1.2 -0.6 0.464
N -0.170 -3.142 -3.395 -2.4 -0.5 -0.8 -0.329
H 2.178 3.128 -2.251 0.0 0.2 -0.3 0.405
H 3.519 2.427 -1.298 0.4 0.0 -0.1 0.345
H 2.130 3.099 -0.486 -0.5 -0.1 0.4 0.410
H 3.684 1.634 -3.431 -0.1 -0.2 0.1 0.547
H 2.122 -1.466 -6.011 0.4 -0.1 -0.1 0.599
H -0.228 -1.722 -2.299 -0.4 -0.5 0.3 0.109
H -3.302 -2.489 -6.379 0.0 -0.1 -0.2 0.473
H -4.784 -4.419 -5.628 0.4 0.3 0.2 0.401
H -4.070 -5.762 -3.694 -0.1 -0.1 -0.1 0.401
H -1.985 -5.407 -2.516 0.0 0.0 -0.1 0.425
H 0.530 -3.727 -3.023 1.2 -0.5 0.3 0.278
C -1.065 -3.214 1.381 0.8 -0.8 -0.3 -0.982
N -1.574 -2.102 2.109 -0.3 1.3 0.3 0.252
C -2.038 -2.381 3.483 -0.5 -1.1 -1.0 -0.721
C -2.890 -1.288 4.058 -0.9 -1.0 0.8 -0.588
C -2.185 -0.022 3.831 0.9 1.6 -1.3 -0.719
N -2.038 0.145 2.329 -0.1 0.2 0.8 0.585
C -2.809 1.249 1.790 -0.2 -0.1 -1.7 -0.989
C -1.660 -0.888 1.545 0.3 -0.1 0.7 0.567
O -1.321 -0.735 0.310 0.0 0.5 0.4 -1.042
H -1.789 -4.028 1.413 -0.2 0.0 -0.5 0.434
H -0.178 -3.619 1.876 0.1 0.1 0.1 0.340
H -0.779 -2.906 0.368 -0.4 -0.3 0.3 0.070
H -1.179 -2.611 4.091 0.5 0.2 0.4 0.370
H -2.590 -3.325 3.403 -0.1 0.2 0.1 0.396
H -3.024 -1.505 5.119 0.1 0.1 0.0 0.375
H -3.912 -1.272 3.639 0.5 0.0 -0.1 0.272
H -1.183 0.050 4.288 -0.2 -0.5 -0.2 0.234
H -2.684 0.882 4.191 -0.3 -0.3 -0.2 0.490
H -3.854 1.215 2.124 0.2 -0.2 -0.1 0.458
H -2.767 1.246 0.676 -0.2 -0.2 0.8 0.230
H -2.393 2.191 2.064 0.4 0.7 0.5 0.106
```
Positions in Å, forces in eV/Å.

Calculated values
spin multiplicity	4
LUMO level (alpha / beta)	-0.2286 / -0.2388	hartree
energy relative to the best compared isomer or geometry (same formula, charge and spin)	1.38	kcal per mole
calculated total energy	-162124.56761	eV
expectation value of S²	3.79
charge	+2
orbital gap (alpha / beta)	6.790 / 6.513	eV